Entry 1:
{"formula": "C4H12LiNO7", "method": "ωB97M-V/def2-TZVPD", "elements": ["Li", "N", "O", "O", "O", "C", "C", "O", "O", "H", "H", "H", "H", "H", "H", "C", "C", "O", "O", "H", "H", "H", "H", "H", "H"], "positions_angstrom": [[3.26080, -19.90248, 14.97072], [2.77079, -16.93489, 13.73235], [2.25842, -15.88119, 14.14003], [3.03464, -17.86717, 14.56158], [3.09832, -17.08169, 12.53622], [4.46944, -20.27878, 17.56448], [3.08193, -20.88323, 17.68955], [2.41492, -21.10248, 16.42669], [4.46489, -19.18092, 16.64433], [5.18741, -21.01261, 17.17124], [4.80677, -20.00605, 18.56769], [2.43459, -20.16850, 18.21117], [3.11435, -21.74862, 18.35134], [2.20977, -22.04276, 16.38447], [5.36276, -18.83518, 16.65444], [4.48685, -22.05426, 13.37543], [4.06290, -21.83435, 11.93415], [5.19584, -21.43287, 11.17549], [4.86527, -20.82924, 14.02061], [5.30888, -22.77177, 13.33528], [3.70537, -22.49078, 14.00410], [3.25855, -21.11067, 11.76702], [3.66640, -22.77653, 11.54667], [5.29391, -20.47939, 11.27493], [5.79078, -20.67207, 13.80933]], "lowdin_charge": [0.7140, -0.6156, -0.0210, -0.1832, -0.0551, -0.2278, -0.2010, -0.1024, -0.0964, 0.1214, 0.1280, 0.1310, 0.1295, 0.0986, 0.1075, -0.2180, -0.2350, -0.0524, -0.1166, 0.1282, 0.1124, 0.1307, 0.1237, 0.0941, 0.1053], "homo_energy_ev": -7.83, "orbital_gap_ev": 7.36}



Entry 2:
{"formula": "C4H12N2", "method": "ωB97M-V/def2-TZVPD", "elements": ["C", "C", "C", "C", "N", "N", "H", "H", "H", "H", "H", "H", "H", "H", "H", "H", "H", "H"], "positions_angstrom": [[-0.64703, -1.17867, 1.17146], [-1.09344, 0.25586, 1.07162], [-0.24596, 1.11227, 0.18910], [1.09543, 0.92570, -1.76050], [-0.23567, 0.79674, -1.27263], [0.79894, -1.39987, 0.08596], [-0.79055, -1.57853, 2.23744], [0.58143, -1.32095, 1.23613], [-2.16360, 0.23604, 0.80510], [-1.09545, 0.85319, 2.05310], [0.81330, 0.85812, 0.48795], [-0.44526, 2.19401, 0.37036], [1.46263, 1.96562, -1.86217], [1.81834, 0.30780, -1.16587], [1.09764, 0.55749, -2.74536], [-0.27000, -0.27269, -1.20726], [0.75393, -2.39038, -0.24260], [-1.43469, -1.92173, 0.54817]], "lowdin_charge": [-0.3696, -0.3123, -0.3230, -0.2695, -0.1614, -0.1670, 0.0603, -0.0461, 0.0850, 0.1105, 0.0893, 0.1003, 0.0657, 0.0481, 0.0346, 0.0711, -0.1027, 0.0866], "multiplicity": 2, "charge": -1, "homo_energy_ev": [0.69, -3.39], "s2": 0.753, "e_above_lowest_ev": 4.636, "orbital_gap_ev": [3.87, 7.77]}



Entry 3:
{"formula": "C4H12N2", "method": "ωB97M-V/def2-TZVPD", "elements": ["C", "C", "N", "H", "H", "H", "H", "H", "C", "N", "C", "H", "H", "H", "H", "H", "H", "H"], "positions_angstrom": [[-1.73946, 2.86195, -1.62522], [-1.46743, 1.70233, -1.04024], [-2.15125, 1.25366, 0.10135], [-2.65647, 3.35446, -1.29895], [-1.10495, 3.46256, -2.25645], [-0.65792, 1.05512, -1.37198], [-2.22358, 1.97554, 0.78083], [-1.96864, 0.32109, 0.40514], [0.83337, -2.61335, 0.14543], [1.29285, -1.77567, 1.29553], [1.81705, -0.48339, 0.86168], [-0.03524, -2.07035, -0.20210], [1.70652, -2.89418, -0.44002], [0.50972, -3.55885, 0.59427], [2.02095, -2.22821, 1.83042], [2.38778, -0.51801, -0.07794], [2.44092, -0.05366, 1.64348], [0.99578, 0.20894, 0.65477]], "lowdin_charge": [-0.0351, -0.3112, 0.0317, 0.0495, 0.0389, 0.0900, 0.0728, 0.0619, -0.1226, -0.2002, -0.1657, 0.0684, 0.0718, 0.0707, 0.0814, 0.0707, 0.0738, 0.0534], "homo_energy_ev": -8.36, "smiles": "C=CN.CNC", "e_above_lowest_ev": 1.901, "orbital_gap_ev": 9.34}



Entry 4:
{"formula": "C4H12N2", "method": "ωB97M-V/def2-TZVPD", "elements": ["C", "C", "C", "N", "C", "N", "H", "H", "H", "H", "H", "H", "H", "H", "H", "H", "H", "H"], "positions_angstrom": [[-1.14170, -1.20722, 0.27667], [-0.21401, -0.57323, -0.80567], [0.89575, -1.73326, -1.16902], [0.43969, 0.55836, -0.16568], [-0.30570, 1.69335, 0.44011], [0.77755, 2.44553, 1.06693], [-0.32646, -1.84491, 0.66769], [-1.63920, -0.69706, 1.17671], [-1.97226, -1.77554, -0.22414], [-0.85773, -0.16617, -1.70703], [0.23429, -2.66480, -1.13428], [1.15409, -1.88525, -2.27941], [1.71255, -1.79878, -0.42134], [1.21476, 0.41675, 0.46921], [-0.74660, 2.22354, -0.39640], [-1.10814, 1.40770, 1.20015], [1.02718, 2.12608, 1.99409], [0.85592, 3.47492, 1.01141]], "lowdin_charge": [-0.1155, -0.4198, -0.0672, -0.1011, -0.3026, -0.0218, 0.0552, 0.0792, 0.0772, 0.1531, 0.0684, 0.0803, 0.0731, 0.0900, 0.1052, 0.1068, 0.0608, 0.0787], "homo_energy_ev": -8.11, "smiles": "CC(C)NCN", "e_above_lowest_ev": 2.278, "orbital_gap_ev": 9.27}



Entry 5:
{"formula": "C4H12N2", "method": "ωB97M-V/def2-TZVPD", "elements": ["C", "C", "N", "H", "H", "H", "H", "H", "H", "H", "C", "C", "N", "H", "H", "H", "H", "H"], "positions_angstrom": [[2.61671, -0.96896, -0.04573], [1.32775, -1.96884, -0.13459], [-0.00463, -1.28274, -0.29571], [2.52522, -0.15381, 0.65093], [3.44682, -1.63580, 0.17400], [2.93476, -0.58611, -0.98086], [1.37956, -2.59091, -1.06588], [1.37498, -2.71646, 0.70601], [0.04377, -0.54663, 0.36516], [-0.78587, -1.87613, -0.23215], [-1.42233, 2.56594, 0.68323], [-2.39883, 0.73806, -0.49185], [-1.83141, 1.15448, 0.62737], [-2.24794, 3.24613, 1.09814], [-1.06384, 2.80824, -0.30654], [-0.56689, 2.50963, 1.31360], [-2.19150, 1.38531, -1.44439], [-3.13633, -0.08142, -0.62072]], "lowdin_charge": [-0.0793, -0.2839, -0.0221, 0.0509, 0.0538, 0.0374, 0.0939, 0.0927, 0.0114, 0.0355, -0.1548, -0.0749, -0.1246, 0.1085, 0.0533, 0.0463, 0.0894, 0.0666], "homo_energy_ev": -8.92, "smiles": "C=NC.CCN", "e_above_lowest_ev": 2.635, "orbital_gap_ev": 9.86}



Entry 6:
{"formula": "C4H12N2", "method": "ωB97M-V/def2-TZVPD", "elements": ["C", "C", "C", "C", "N", "N", "H", "H", "H", "H", "H", "H", "H", "H", "H", "H", "H", "H"], "positions_angstrom": [[-0.94268, 1.02172, 1.93266], [-0.26182, -0.07957, 1.04784], [-0.75284, -0.03714, -0.34097], [-0.04064, 0.14317, -1.56822], [1.13059, -0.55478, -1.90762], [1.13977, -0.06377, 1.25482], [-2.03093, 0.95961, 2.04975], [-0.69681, 1.92980, 1.36459], [-0.46329, 1.01316, 2.90680], [-0.67766, -1.01034, 1.56758], [-1.83214, 0.05498, -0.48943], [0.06010, 1.06584, -0.82861], [-0.67542, 0.30306, -2.43758], [-1.11436, -2.61309, -1.28658], [-1.10027, -2.27955, -1.94638], [1.63986, -0.25505, -2.72435], [1.72633, -0.62470, -1.07941], [1.37739, -1.02319, 0.92097]], "lowdin_charge": [-0.0747, -0.6423, -0.0585, -0.2672, 0.0604, -0.0844, 0.0687, 0.0674, 0.0706, 0.1655, 0.1276, 0.1890, 0.1328, 0.0558, 0.0423, 0.0887, 0.0769, -0.0187], "homo_energy_ev": -6.53, "e_above_lowest_ev": 6.578, "orbital_gap_ev": 6.04}